Entry 1:
{
  "formula": "C3H4FNOS",
  "method": "ωB97M-V/def2-TZVPD",
  "elements": ["C", "C", "C", "H", "H", "H", "H", "N", "O", "F", "S"],
  "xyz": [[0.37931, 1.68490, 0.26119], [0.58952, 0.25345, -0.21575], [-0.44464, -1.92767, -0.28698], [0.43389, 2.32513, -0.61870], [1.17927, 1.95122, 0.96364], [-1.26174, -0.23178, 0.55237], [0.48167, -2.21509, -0.82745], [-0.45808, -0.60715, 0.05667], [1.60344, -0.07555, -0.79873], [-0.85387, 1.81633, 0.89167], [-1.64877, -2.97380, 0.02206]],
  "orbital_gap_ha": 0.31919,
  "e_above_lowest_kcal_mol": 0.00,
  "homo_energy_ev": -9.05,
  "charge": 0,
  "spin_multiplicity": 1
}



Entry 2:
{
  "formula": "C3H4FeLiO3",
  "method": "ωB97M-V/def2-TZVPD",
  "elements": ["H", "O", "O", "C", "C", "H", "Li", "Fe", "O", "C", "H", "H"],
  "xyz": [[-2.68157, -1.33158, 0.75295], [-2.52475, 0.30003, -0.51772], [0.16866, 1.93175, 0.19321], [-2.23746, -0.91414, -0.17786], [0.78502, 1.11950, 0.77941], [-2.15802, -1.63528, -1.02587], [-1.61782, 1.83300, -0.73896], [2.44083, -0.46032, -0.13976], [0.91258, -1.13761, -0.73963], [-0.15594, -0.94819, 0.14070], [-0.45929, -2.02149, 0.13806], [-0.36080, -0.82103, 1.22128]],
  "orbital_gap_ha": [0.25852, 0.26303],
  "e_above_lowest_kcal_mol": 112.86,
  "homo_energy_ev": [-17.53, -18.19],
  "s_squared": 8.78,
  "charge": 2,
  "spin_multiplicity": 6
}



Entry 3:
{
  "formula": "C3H4FeLiO3",
  "method": "ωB97M-V/def2-TZVPD",
  "elements": ["O", "C", "C", "O", "C", "O", "Li", "Fe", "H", "H", "H", "H"],
  "xyz": [[-1.48350, 0.25295, -1.14456], [-1.53592, 1.38440, -0.28098], [-1.10092, 1.01745, 1.10117], [2.80810, -0.21050, 2.09370], [2.44051, -0.69550, 1.11540], [1.69589, -0.93587, 0.23838], [-2.80795, 0.04508, -2.35511], [0.00035, -0.73458, -0.71915], [-2.57482, 1.76662, -0.23488], [-0.90489, 2.19625, -0.67713], [-1.21277, -0.02752, 1.42006], [-0.98517, 1.77884, 1.87418]],
  "orbital_gap_ha": [0.28805, 0.26426],
  "e_above_lowest_kcal_mol": 0.00,
  "homo_energy_ev": [-22.52, -26.00],
  "s_squared": 12.02,
  "charge": 3,
  "spin_multiplicity": 7
}



Entry 4:
{
  "formula": "C3H4FeLiO4",
  "method": "ωB97M-V/def2-TZVPD",
  "elements": ["H", "C", "C", "O", "H", "H", "O", "C", "O", "Fe", "H", "Li", "O"],
  "xyz": [[3.74044, 0.12312, 0.79457], [3.03669, 0.84887, 1.20556], [2.07745, 0.80299, 2.28297], [1.69374, 0.83047, 0.85463], [1.84231, -0.14600, 2.77080], [1.80275, 1.71953, 2.80690], [-0.76937, -0.42690, -1.52800], [-1.97904, -0.54771, -1.87187], [-2.14906, -0.77831, -3.16953], [0.37162, 0.06734, -0.24959], [-3.07043, -1.05032, -3.31960], [-3.65020, -0.75469, 0.53340], [-2.94691, -0.68840, -1.11025]],
  "orbital_gap_ha": [0.28198, 0.20881],
  "e_above_lowest_kcal_mol": 49.49,
  "homo_energy_ev": [-21.19, -24.56],
  "s_squared": 12.02,
  "charge": 3,
  "spin_multiplicity": 7
}



Entry 5:
{
  "formula": "C3H4FeMgO4",
  "method": "ωB97M-V/def2-TZVPD",
  "elements": ["O", "C", "O", "C", "Mg", "H", "H", "H", "H", "O", "C", "O", "Fe"],
  "xyz": [[-0.06227, -0.71178, 1.91095], [0.43064, -0.13361, 0.80997], [0.42113, 1.25881, 0.73035], [0.73632, 1.98238, 1.95413], [-0.02066, 0.57180, 3.33603], [-0.34697, -0.88130, -1.03296], [0.24751, 2.96228, 1.84864], [1.82629, 2.17594, 1.96144], [1.20207, -0.60773, 0.18124], [-0.70735, -0.64705, -3.20376], [-0.82582, -1.32894, -2.14900], [-1.31189, -2.49178, -2.20701], [-1.58898, -2.14902, -4.14001]],
  "orbital_gap_ha": [0.28270, 0.16789],
  "e_above_lowest_kcal_mol": 17.80,
  "homo_energy_ev": [-16.16, -16.52],
  "s_squared": 12.01,
  "charge": 2,
  "spin_multiplicity": 7
}



Entry 6:
{
  "formula": "C3H4HgO4",
  "method": "ωB97M-V/def2-TZVPD",
  "elements": ["C", "C", "O", "C", "O", "O", "O", "Hg", "H", "H", "H", "H"],
  "xyz": [[-0.73149, -0.38117, 1.30206], [0.04750, -1.23379, 0.32232], [0.07861, -0.56846, -0.94559], [0.25398, 0.71563, -0.93053], [-0.17495, 0.14253, 2.30840], [0.37358, 1.36059, -1.97643], [0.38389, 1.24518, 0.23766], [0.65741, 1.20261, -3.74970], [-1.82096, -0.29913, 1.15040], [-0.44971, -2.19556, 0.15622], [1.07543, -1.36638, 0.68267], [0.30671, 1.37796, 1.44253]],
  "orbital_gap_ha": 0.18133,
  "e_above_lowest_kcal_mol": 55.58,
  "homo_energy_ev": -18.42,
  "charge": 2,
  "spin_multiplicity": 1
}



Entry 7:
{
  "formula": "C3H4IN",
  "method": "ωB97M-V/def2-TZVPD",
  "elements": ["C", "C", "C", "N", "I", "H", "H", "H", "H"],
  "xyz": [[-0.42112, 1.40980, 0.08490], [0.76657, -0.59401, -0.35664], [-0.43243, 0.02057, 0.39849], [-0.37974, 2.49985, -0.24036], [-2.50678, -0.86827, -0.02817], [0.74107, -0.30496, -1.36228], [1.52901, -0.30599, 0.29645], [0.90262, -1.64533, -0.26044], [-0.19920, -0.21165, 1.46804]],
  "orbital_gap_ha": 0.34664,
  "e_above_lowest_kcal_mol": 1.63,
  "homo_energy_ev": -10.05,
  "charge": 0,
  "spin_multiplicity": 1
}



Entry 8:
{
  "formula": "C3H4IN3",
  "method": "ωB97M-V/def2-TZVPD",
  "elements": ["C", "C", "C", "N", "N", "N", "I", "H", "H", "H", "H"],
  "xyz": [[-0.77726, 1.73531, 0.05804], [0.56030, -0.04571, -0.04965], [0.77228, -1.50641, 0.01465], [0.41654, 2.13659, -0.04115], [1.22887, 1.04730, -0.08374], [-0.88457, 0.42584, 0.12294], [-2.49385, -0.71646, 0.04156], [-1.52068, 2.50833, 0.08158], [1.27283, -1.91181, 1.00519], [-0.10220, -1.96652, -0.29011], [1.52774, -1.70646, -0.85931]],
  "orbital_gap_ha": 0.33108,
  "e_above_lowest_kcal_mol": 36.99,
  "homo_energy_ev": -9.54,
  "charge": 0,
  "spin_multiplicity": 1
}



Entry 9:
{
  "formula": "C3H4INO",
  "method": "ωB97M-V/def2-TZVPD",
  "elements": ["C", "C", "C", "N", "O", "I", "H", "H", "H", "H"],
  "xyz": [[0.70135, 1.47337, 1.92192], [1.09773, 1.13739, 0.82859], [-0.91853, -1.11407, -0.36506], [-0.74348, -0.23238, -1.24733], [0.46444, -0.43152, -1.92977], [-2.56845, -1.23025, 0.83723], [0.37897, 1.47831, 2.88478], [0.60941, 0.32927, -2.39700], [1.22997, 0.58546, -0.06909], [-0.25140, -1.99558, -0.46428]],
  "orbital_gap_ha": 0.36652,
  "e_above_lowest_kcal_mol": 97.84,
  "homo_energy_ev": -9.66,
  "charge": 0,
  "spin_multiplicity": 1
}



Entry 10:
{
  "formula": "C3H4INO2",
  "method": "ωB97M-V/def2-TZVPD",
  "elements": ["C", "C", "C", "N", "O", "O", "I", "H", "H", "H", "H"],
  "xyz": [[-0.37323, -0.31787, 1.40499], [1.26348, 0.15573, -0.08588], [-0.37996, 0.45575, -0.89711], [-1.03039, 0.02782, 0.28789], [-0.80125, -0.83429, 2.37829], [0.92841, 0.04300, 1.22135], [-0.70975, -0.85973, -2.63196], [1.75304, -0.76609, -0.49595], [1.93357, 1.03661, -0.16584], [-0.71664, 1.48755, -1.14465], [-1.86729, -0.42847, 0.12888]],
  "orbital_gap_ha": 0.36116,
  "e_above_lowest_kcal_mol": 18.33,
  "homo_energy_ev": -9.93,
  "charge": 0,
  "spin_multiplicity": 1
}



Entry 11:
{
  "formula": "C3H4INOS",
  "method": "ωB97M-V/def2-TZVPD",
  "elements": ["C", "C", "C", "N", "O", "S", "I", "H", "H", "H", "H"],
  "xyz": [[0.87899, 0.38216, -0.03882], [1.10485, 1.44373, -0.87535], [0.67538, -1.07495, -0.34390], [0.57124, 2.08174, 1.42317], [0.60504, 0.75581, 1.24953], [0.89560, 2.86458, 0.06455], [-3.14370, -1.84798, -0.18260], [0.34944, -1.47973, 0.62355], [1.55895, -1.53583, -0.68557], [-0.02663, -1.27082, -1.28063], [-3.46917, -0.31870, 0.04607]],
  "orbital_gap_ha": 0.29385,
  "e_above_lowest_kcal_mol": 103.88,
  "homo_energy_ev": -8.84,
  "charge": 0,
  "spin_multiplicity": 1
}



Entry 12:
{
  "formula": "C3H4INS3",
  "method": "ωB97M-V/def2-TZVPD",
  "elements": ["C", "C", "C", "N", "S", "S", "S", "I", "H", "H", "H", "H"],
  "xyz": [[1.11314, 2.54020, 1.13990], [0.84138, 1.35257, 0.47625], [-0.50436, -0.79732, -0.34320], [2.51520, 2.51466, -0.99548], [2.31189, 3.50961, 0.31544], [-0.37133, 0.32048, 1.04851], [1.83919, 1.08893, -0.95436], [3.74946, -1.18930, -0.02775], [0.66368, 2.92655, 2.08373], [-1.08357, -1.67434, -0.17512], [0.44467, -1.28879, -0.38054], [-1.05450, -0.25222, -1.23233]],
  "orbital_gap_ha": [0.22031, 0.21295],
  "e_above_lowest_kcal_mol": 0.00,
  "homo_energy_ev": [-7.82, -7.71],
  "charge": 0,
  "spin_multiplicity": 1
}



Entry 13:
{
  "formula": "C3H4IrO2",
  "method": "ωB97M-V/def2-TZVPD",
  "elements": ["C", "C", "H", "H", "H", "H", "C", "O", "O", "Ir"],
  "xyz": [[0.96748, -0.47689, 0.01890], [0.53889, -1.76733, 0.27672], [1.54492, 0.03022, 0.80079], [1.42672, -0.28214, -0.95723], [0.32156, -2.09428, 1.29526], [0.19582, -2.41745, -0.53021], [-0.64493, 1.14018, -0.15910], [-1.84947, 0.81943, -0.03221], [-0.28840, 2.32267, -0.37782], [-2.21260, 2.72560, -0.33509]],
  "orbital_gap_ha": [0.30882, 0.23577],
  "e_above_lowest_kcal_mol": 49.41,
  "homo_energy_ev": [-19.40, -20.78],
  "s_squared": 8.76,
  "charge": 2,
  "spin_multiplicity": 6
}



Entry 14:
{
  "formula": "C3H4IrO4",
  "method": "ωB97M-V/def2-TZVPD",
  "elements": ["O", "O", "C", "C", "O", "C", "H", "H", "H", "H", "O", "Ir"],
  "xyz": [[-0.69094, -1.29985, -1.92500], [0.24128, -1.32477, 0.54648], [0.27078, -0.24058, 1.40618], [-0.44415, 0.93252, 0.71009], [-0.99895, 0.40192, -0.48920], [-0.10763, -0.44867, -1.12891], [-0.23212, -0.46474, 2.36988], [1.31474, 0.09672, 1.59528], [0.28404, 1.71387, 0.43705], [-1.25867, 1.34113, 1.32446], [0.94656, 0.15424, -1.63089], [0.67506, -0.86178, -3.21542]],
  "orbital_gap_ha": [0.33311, 0.21379],
  "e_above_lowest_kcal_mol": 26.70,
  "homo_energy_ev": [-8.87, -9.27],
  "s_squared": 8.77,
  "charge": 0,
  "spin_multiplicity": 6
}



Entry 15:
{
  "formula": "C3H4KLiO5",
  "method": "ωB97M-V/def2-TZVPD",
  "elements": ["C", "C", "O", "O", "H", "H", "H", "K", "O", "C", "O", "O", "Li", "H"],
  "xyz": [[2.05077, 0.26719, 0.89387], [2.29558, 0.98782, -0.43570], [3.44225, 1.10641, -0.88685], [1.04557, 0.94464, 1.63685], [2.97347, 0.23587, 1.47097], [1.73741, -0.75770, 0.69426], [1.40548, 1.31595, -0.97189], [-1.21307, 0.05344, 3.01969], [-1.73170, -1.89124, -1.47529], [-2.81808, -1.49175, -1.03088], [-2.75202, -0.52095, -0.21104], [-3.84101, -1.63336, -1.75612], [-2.78492, 0.68678, -2.11920], [0.19026, 0.69689, 1.17134]],
  "orbital_gap_ha": 0.13643,
  "homo_energy_ev": -5.18,
  "charge": 0,
  "spin_multiplicity": 1
}



Entry 16:
{
  "formula": "C3H4KO3",
  "method": "ωB97M-V/def2-TZVPD",
  "elements": ["H", "O", "C", "H", "C", "H", "H", "C", "O", "K", "O"],
  "xyz": [[-0.29624, 1.33030, -2.82247], [-0.22542, 0.30726, 0.13507], [0.35568, 0.49841, -0.96897], [0.98294, -0.31240, -1.38041], [0.03411, 1.66992, -1.82759], [-0.74589, 2.29608, -1.37500], [0.94708, 2.26651, -1.97361], [-0.24726, -1.30745, 1.80382], [-0.94901, -1.07946, 2.80662], [-0.30492, -3.34741, 3.98411], [0.44894, -2.32178, 1.61843]],
  "orbital_gap_ha": [0.16934, 0.28087],
  "e_above_lowest_kcal_mol": 15.21,
  "homo_energy_ev": [-5.13, -8.43],
  "s_squared": 0.75,
  "charge": 0,
  "spin_multiplicity": 2
}



Entry 17:
{
  "formula": "C3H4LaLiO3",
  "method": "ωB97M-V/def2-TZVPD",
  "elements": ["O", "C", "C", "O", "C", "O", "Li", "La", "H", "H", "H", "H"],
  "xyz": [[-0.03470, -1.71938, -0.49784], [0.02334, -0.49966, -1.22540], [-0.68365, 0.60245, -0.49824], [0.60217, 2.76136, 1.51947], [0.91488, 1.91563, 2.26600], [0.93439, 0.75582, 2.50648], [-0.37358, -3.22193, -1.44487], [0.30870, -1.63109, 1.77557], [-0.46672, -0.63230, -2.20960], [1.07087, -0.21735, -1.41856], [-1.46620, 0.32324, 0.21943], [-0.82950, 1.56321, -0.99244]],
  "orbital_gap_ha": [0.22933, 0.34681],
  "e_above_lowest_kcal_mol": 49.50,
  "homo_energy_ev": [-20.36, -23.56],
  "s_squared": 0.75,
  "charge": 3,
  "spin_multiplicity": 2
}



Entry 18:
{
  "formula": "C3H4LiNiO4",
  "method": "ωB97M-V/def2-TZVPD",
  "elements": ["H", "C", "C", "O", "H", "H", "O", "C", "O", "Ni", "H", "Li", "O"],
  "xyz": [[-1.42483, 0.36410, -1.46634], [-1.66424, 0.26493, -0.40714], [-2.22628, 1.30999, 0.43073], [-2.96612, 0.15591, -0.01419], [-1.98991, 1.32693, 1.49487], [-2.50954, 2.25499, -0.03655], [1.08876, 0.55927, 0.20973], [0.59485, -0.53337, 0.38860], [-0.77753, -0.72404, 0.14686], [2.49251, 1.77765, 0.11897], [-0.25832, -1.91646, -0.36717], [2.70761, -2.47550, -0.50782], [1.00495, -1.65877, -0.08310]],
  "orbital_gap_ha": [0.25859, 0.27778],
  "e_above_lowest_kcal_mol": 70.12,
  "homo_energy_ev": [-16.39, -18.28],
  "s_squared": 3.75,
  "charge": 2,
  "spin_multiplicity": 4
}



Entry 19:
{
  "formula": "C3H4MnO4",
  "method": "ωB97M-V/def2-TZVPD",
  "elements": ["O", "C", "C", "O", "O", "C", "H", "H", "H", "Mn", "O", "H"],
  "xyz": [[-0.36074, -0.12316, 2.04585], [0.52385, -0.90898, 0.59538], [-1.60644, -0.82446, 1.91620], [1.33044, -1.92757, 0.84753], [-0.60578, -1.22653, -0.12508], [-1.74123, -0.48871, 0.41373], [-2.37478, -0.26871, 2.47435], [-1.55368, -1.89411, 2.17951], [-2.62570, -0.99654, 0.00716], [2.73720, -0.86729, 0.17871], [1.17017, 0.13227, 0.05124], [-1.15873, 0.68663, 0.90715]],
  "orbital_gap_ha": [0.22136, 0.21750],
  "e_above_lowest_kcal_mol": 81.56,
  "homo_energy_ev": [-8.33, -8.35],
  "s_squared": 8.76,
  "charge": 0,
  "spin_multiplicity": 6
}



Entry 20:
{
  "formula": "C3H4N2",
  "method": "ωB97M-V/def2-TZVPD",
  "elements": ["N", "C", "C", "C", "N", "H", "H", "H", "H"],
  "xyz": [[-0.01626, 1.99628, -1.50718], [0.28712, 0.91009, -1.21127], [-0.14224, -0.30113, -0.55440], [0.45740, -0.67448, 0.74412], [-0.86502, -0.07292, 0.69202], [-0.61530, -0.98347, -1.25143], [0.47053, -1.71446, 1.05309], [1.29858, -0.06494, 1.06808], [-0.85750, 0.91159, 0.95253]],
  "orbital_gap_ha": 0.40528,
  "e_above_lowest_kcal_mol": 45.19,
  "homo_energy_ev": -10.33,
  "charge": 0,
  "spin_multiplicity": 1
}